(1)
Entry from OMol25: a 4-piece molecular cluster, H8O4 overall in a non-equilibrium geometry (ωB97M-V with the def2-TZVPD basis set).

Results
- Relative energy (zero: lowest compared OMol25 entry of this formula, charge and spin): 1.492 eV
- Orbital gap: 11.283 eV
- SMILES string: O.O.O.O
- LUMO: 0.066 eV
- E: -305.72437 a.u.

Atoms and positions in Å:
O1 -0.666781 -0.912036 1.426619
H1 -0.964600 -0.214238 0.784914
H2 -1.005451 -1.769164 1.191282
O2 2.823012 -1.567264 -0.838247
H3 2.320806 -1.958429 -0.170278
H4 3.270156 -0.832955 -0.405928
O3 -3.699765 -0.002498 -0.678499
H5 -3.141335 0.828579 -0.464666
H6 -4.136465 0.296970 -1.485633
O4 2.065133 1.978832 0.066882
H7 1.176406 2.014598 -0.367992
H8 1.958885 2.137607 0.941546

Atoms 1-2, force components in eV/Å:
O 0.25 1.76 -0.27
H 0.23 -1.66 0.80



(2)
Entry from OMol25: one molecule with the formula C4H5NO (ωB97M-V with the def2-TZVPD basis set).

Results
- Relative energy (zero: lowest compared OMol25 entry of this formula, charge and spin): 4.032 eV
- Orbital gap: 8.513 eV
- SMILES string: CC1=C=CNO1
- LUMO: 0.434 eV
- E: -285.26640 a.u.

Atoms and positions in Å:
C1 0.533224 -1.001629 1.451187
C2 -0.049667 -0.212129 0.329969
C3 -1.335146 -0.184820 -0.200390
C4 -1.107690 0.744692 -1.206496
N1 0.158161 1.268490 -1.224617
O1 0.869573 0.599836 -0.269967
H1 1.284263 -0.431009 2.004184
H2 -0.273508 -1.308549 2.116681
H3 1.014469 -1.905260 1.058404
H4 -1.772947 1.151225 -1.966499
H5 0.679268 1.279153 -2.092456

Atoms 1-2, force components in eV/Å:
C -0.06 -0.01 0.06
C 0.05 -0.14 0.16



(3)
Entry from OMol25: a 11-piece molecular cluster, C37H95O36P7S4 overall in a non-equilibrium geometry (ωB97M-V with the def2-TZVPD basis set).

Results
- Orbital gap: 9.666 eV
- SMILES string: COP(=O)(OC)OC.COP(=O)(OC)OC.COP(=O)(OC)OC.COP(=O)(OC)OC.COP(=O)(OC)OC.COP(=O)(OC)OC.COP(=O)(OC)OC.O=S1(=O)CCCC1.O=S1(=O)CCCC1.O=S1(=O)CCCC1.O=S1(=O)CCCC1
- LUMO: 0.312 eV
- E: -8158.05969 a.u.

Atoms and positions in Å:
C1 5.151677 2.554833 3.574860
O1 4.171997 1.836163 4.344240
P1 4.597937 0.393503 4.973790
O2 5.974327 0.399133 5.467830
O3 3.464697 0.182753 6.096410
C2 3.332847 -1.032837 6.760010
O4 4.182237 -0.773717 3.907240
C3 2.858907 -0.751257 3.277880
H1 4.735587 2.970273 2.657050
H2 5.693947 1.810463 2.991800
H3 5.717767 3.251063 4.193660
H4 3.732837 -0.749677 7.733630
H5 4.055667 -1.779877 6.432050
H6 2.334607 -1.437897 6.925970
H7 2.175887 -1.426357 3.793450
H8 2.939737 -0.893707 2.200250
H9 2.332597 0.199773 3.359340
C4 -1.626483 -1.522387 4.221340
O5 -2.279373 -1.996527 5.454260
P2 -1.614163 -1.910907 6.957760
O6 -0.143623 -1.901517 6.993000
O7 -2.253213 -3.114977 7.873100
C5 -1.569153 -4.375547 8.042790
O8 -2.419133 -0.601247 7.570190
C6 -3.797643 -0.457477 7.488900
H10 -1.816893 -0.493877 3.914740
H11 -1.886813 -2.144987 3.365360
H12 -0.549553 -1.626717 4.353400
H13 -1.862603 -5.319117 7.582700
H14 -1.403213 -4.604627 9.095440
H15 -0.562183 -4.287167 7.635000
H16 -4.139693 0.385853 6.888970
H17 -4.212263 -0.290807 8.483090
H18 -4.263333 -1.411207 7.240650
C7 -7.877973 -4.129757 -4.652500
O9 -7.350723 -3.781287 -3.426470
P3 -5.990823 -4.443677 -2.887650
O10 -5.708933 -4.200637 -1.431980
O11 -4.896583 -3.915707 -4.008520
C8 -4.333253 -2.643637 -3.784980
O12 -6.317713 -5.983137 -3.214590
C9 -5.810163 -6.968417 -2.321700
H19 -8.781473 -4.739307 -4.667530
H20 -7.149953 -4.654977 -5.270740
H21 -8.055203 -3.175167 -5.147930
H22 -4.402783 -2.259177 -2.767410
H23 -4.736963 -1.911687 -4.484530
H24 -3.282473 -2.685507 -4.071710
H25 -6.512493 -7.359207 -1.585410
H26 -4.850743 -6.655137 -1.910050
H27 -5.397023 -7.807007 -2.882220
C10 1.171337 -7.340097 -4.118990
O13 0.229487 -7.484767 -3.068130
P4 -0.138463 -6.273707 -2.073000
O14 -0.384253 -4.931447 -2.676340
O15 -1.462113 -6.845697 -1.329920
C11 -2.098853 -5.913177 -0.471540
O16 1.035787 -6.408247 -0.947680
C12 1.265097 -7.608487 -0.276690
H28 1.890387 -8.141617 -3.949800
H29 1.713997 -6.396447 -4.175020
H30 0.658937 -7.596237 -5.046320
H31 -1.397493 -5.327137 0.122390
H32 -2.527443 -6.543527 0.307610
H33 -2.815993 -5.275607 -0.988560
H34 1.818837 -7.443387 0.647550
H35 1.756937 -8.263767 -0.995570
H36 0.322277 -8.070707 0.015780
C13 3.669107 -4.859037 -2.914880
O17 4.068307 -4.454947 -4.250000
P5 3.322007 -3.189567 -4.909870
O18 3.632407 -1.875237 -4.303480
O19 3.757697 -3.302167 -6.473970
C14 3.385517 -4.500047 -7.184810
O20 1.717257 -3.555677 -5.059740
C15 0.735377 -2.569577 -5.256950
H37 4.421787 -4.434807 -2.250350
H38 3.599267 -5.942377 -2.816910
H39 2.797057 -4.414607 -2.435180
H40 2.578777 -4.308447 -7.892320
H41 3.236747 -5.427907 -6.632500
H42 4.284137 -4.552157 -7.799510
H43 -0.252883 -2.949947 -5.515330
H44 1.049917 -1.870647 -6.031980
H45 0.661937 -2.021237 -4.317790
C16 0.684487 6.050083 5.749980
O21 1.092117 4.656033 5.834710
P6 0.090847 3.544003 5.204390
O22 -1.324403 3.551533 5.682680
O23 0.332877 3.709933 3.610580
C17 1.635127 3.780733 3.173960
O24 0.878487 2.181373 5.509400
C18 0.084967 1.012083 5.343640
H46 0.778607 6.477663 4.751770
H47 1.362787 6.640903 6.365570
H48 -0.300263 6.396503 6.063600
H49 1.935897 2.840933 2.710910
H50 2.373327 3.944083 3.959110
H51 1.713777 4.607373 2.467840
H52 -0.882963 1.114423 5.834280
H53 0.472167 0.049593 5.678020
H54 -0.216803 0.993803 4.296400
C19 2.048967 7.556503 0.823860
O25 1.812027 6.882353 -0.432340
P7 0.397257 6.817183 -1.216750
O26 -0.781513 6.875383 -0.375900
O27 0.537197 8.097733 -2.247130
C20 -0.650263 8.665183 -2.800280
O28 0.580827 5.488953 -2.167950
C21 0.871437 4.245103 -1.574630
H55 1.231437 8.160893 1.216870
H56 2.871487 8.271663 0.814150
H57 2.317517 6.787953 1.548650
H58 -0.891883 8.152063 -3.731100
H59 -0.552173 9.695373 -3.142590
H60 -1.525183 8.517473 -2.167200
H61 1.282227 4.124983 -0.572180
H62 1.571897 3.636363 -2.146380
H63 -0.004033 3.597343 -1.619880
O29 -1.716223 0.177643 1.467840
S1 -0.540613 0.071703 0.603900
O30 0.685127 0.823583 0.895520
C22 -0.132883 -1.714227 0.284500
C23 -0.894833 -2.031407 -0.924540
C24 -0.848003 -0.773317 -1.850440
C25 -1.193563 0.453393 -1.045210
H64 -0.498763 -2.297097 1.129780
H65 0.945667 -1.824227 0.171620
H66 -0.516413 -2.915577 -1.437500
H67 -1.927613 -2.196927 -0.617830
H68 -1.536373 -0.835447 -2.693290
H69 0.144577 -0.653237 -2.284580
H70 -2.248343 0.728153 -1.039430
H71 -0.555473 1.269313 -1.384650
O31 -3.994133 3.962743 -0.072820
S2 -2.879453 4.053633 0.890100
O32 -1.466093 3.788063 0.575150
C26 -3.139443 5.756343 1.641200
C27 -3.307613 5.562413 3.108100
C28 -3.934773 4.145093 3.386020
C29 -3.253113 3.098993 2.546920
H72 -3.942903 6.351303 1.206950
H73 -2.249003 6.356313 1.453430
H74 -2.369813 5.674923 3.652140
H75 -3.995773 6.285453 3.546010
H76 -5.001593 4.171573 3.164020
H77 -3.860393 3.967853 4.458940
H78 -3.625243 2.104953 2.298940
H79 -2.268553 2.905353 2.972650
O33 2.511597 1.472123 -2.190080
S3 3.403827 0.735333 -1.261180
O34 3.158897 -0.673687 -0.970020
C30 5.110697 0.949683 -2.011150
C31 5.757097 2.187333 -1.291790
C32 4.672107 2.854383 -0.367420
C33 3.886597 1.674593 0.290480
H80 5.222187 0.798813 -3.084890
H81 5.582937 0.104343 -1.510670
H82 6.679077 1.893603 -0.790010
H83 6.066787 2.887563 -2.067600
H84 4.017257 3.483563 -0.970250
H85 5.221697 3.463633 0.350120
H86 3.005907 1.806903 0.918960
H87 4.594437 1.065673 0.852860
O35 -1.762933 0.335573 -7.774510
S4 -1.562133 0.929913 -6.416150
O36 -2.146703 0.314403 -5.207770
C34 0.248137 0.871703 -6.084970
C35 0.600707 2.297523 -5.633900
C36 -0.196323 3.260663 -6.456010
C37 -1.651803 2.821163 -6.340570
H88 0.633787 0.616753 -7.072070
H89 0.414817 -0.010987 -5.467580
H90 0.400547 2.383683 -4.565900
H91 1.651087 2.530363 -5.808790
H92 0.065557 3.479653 -7.491170
H93 -0.084553 4.153583 -5.840940
H94 -2.340113 3.051943 -7.153640
H95 -2.169433 2.995843 -5.397360

Atoms 1-2, force components in eV/Å:
C -0.14 -1.36 -1.01
O -0.36 -0.85 0.27



(4)
Entry from OMol25: a 3-piece molecular cluster, C34H54BF8N3O10 overall in a non-equilibrium geometry (ωB97M-V with the def2-TZVPD basis set).

Results
- Orbital gap: 9.181 eV
- SMILES string: CCOC[C@@](B(O)N(C)C)([C@@H](O[C@H](CC)CCO)[C@H](C)CC)N(CCc1ccccc1)N(C(=O)F)C(=O)F.CCOC(=O)C(F)(F)F.CCOC(=O)C(F)(F)F
- LUMO: 0.495 eV
- E: -3068.27317 a.u.

Atoms and positions in Å:
C1 1.234111 3.505517 1.972002
C2 2.345957 2.379422 2.041521
O1 2.194974 1.449420 0.956029
C3 1.286346 0.414348 1.343193
C4 1.116195 -0.689124 0.180446
B1 0.643314 0.333906 -1.017065
O2 -0.629933 1.007090 -0.869965
N1 1.445008 0.671608 -2.212664
C5 0.451958 0.757774 -3.338161
C6 2.121838 1.996347 -2.115586
C7 2.614349 -1.219166 -0.053746
O3 3.377339 -1.387307 1.156321
C8 3.088285 -2.559836 1.916765
C9 3.123853 -2.174185 3.470712
C10 2.491351 -3.329771 4.378325
C11 4.219322 -3.703053 1.813961
C12 3.670130 -5.069747 1.230203
O4 2.475798 -5.535199 1.894793
C13 2.772929 -2.444109 -1.016705
C14 4.365716 -2.586473 -1.271717
C15 2.196497 -2.309525 -2.480272
C16 2.299089 -3.755630 -3.169574
N2 0.132281 -1.729511 0.499539
C17 -0.303317 -1.880765 1.885484
C18 -0.992729 -3.286335 2.247024
C19 -1.890744 -2.982179 3.507628
C20 -1.292817 -2.814574 4.854761
C21 -2.095808 -2.529787 6.050622
C22 -3.547149 -2.356352 5.941871
C23 -4.174186 -2.516135 4.625815
C24 -3.350461 -2.844060 3.439989
N3 -0.681671 -2.153640 -0.507577
C25 -2.063431 -1.728623 -0.548097
O5 -2.454694 -1.235624 -1.560051
F1 -3.004887 -1.875262 0.439382
C26 -0.450882 -3.470765 -1.016435
O6 0.060653 -4.387870 -0.477006
F2 -0.943910 -3.693515 -2.301787
H1 1.486901 4.249613 2.779286
H2 1.244651 3.997116 0.959995
H3 0.230522 3.056640 2.187586
H4 3.371566 2.840311 2.011584
H5 2.244324 1.894333 3.056512
H6 0.256420 0.849414 1.511158
H7 1.629679 -0.011278 2.315092
H8 -0.404343 1.797636 -0.335189
H9 -0.321389 -0.054708 -3.196406
H10 -0.122875 1.730988 -3.325878
H11 0.971647 0.607068 -4.321324
H12 1.463357 2.728844 -1.553994
H13 3.022130 1.849153 -1.447012
H14 2.393869 2.346961 -3.140632
H15 3.121157 -0.350605 -0.575681
H16 2.135648 -3.071091 1.621489
H17 2.695848 -1.164331 3.687153
H18 4.210085 -2.124105 3.785365
H19 3.257360 -4.081936 4.691506
H20 2.110370 -2.821286 5.309054
H21 1.595088 -3.763987 3.865733
H22 5.123887 -3.336520 1.245178
H23 4.627761 -3.970345 2.836133
H24 4.468506 -5.840863 1.477101
H25 3.586719 -5.088565 0.112291
H26 2.730686 -5.567359 2.836672
H27 2.410362 -3.417813 -0.601634
H28 4.756805 -3.573503 -0.888263
H29 4.933705 -1.721130 -0.829044
H30 4.610132 -2.581730 -2.370037
H31 2.827946 -1.600063 -3.084616
H32 1.122210 -2.006245 -2.560537
H33 1.535090 -3.784744 -3.999502
H34 2.105848 -4.580600 -2.424541
H35 3.320542 -3.841907 -3.617987
H36 -1.027843 -1.053907 2.170888
H37 0.513853 -1.820217 2.663529
H38 -0.226275 -4.081328 2.459188
H39 -1.645403 -3.676244 1.429246
H40 -0.191345 -2.937780 4.951602
H41 -1.535052 -2.458127 7.013833
H42 -4.159131 -2.112735 6.840272
H43 -5.280231 -2.384142 4.553837
H44 -3.917134 -2.979744 2.488499
C27 -4.446438 5.450173 0.393038
C28 -3.150835 5.538301 -0.387063
O7 -2.469484 6.773190 -0.107040
C29 -1.731074 6.792656 1.006928
O8 -1.618679 5.871766 1.765885
C30 -1.021449 8.138949 1.149712
F3 -1.834495 9.177894 0.885348
F4 0.021283 8.238028 0.302425
F5 -0.538179 8.333649 2.384107
H45 -5.070766 6.324730 0.198415
H46 -4.999833 4.550953 0.118895
H47 -4.257233 5.425945 1.467895
H48 -3.364909 5.536650 -1.453367
H49 -2.501669 4.683576 -0.187215
C31 -3.684248 1.441368 -7.465313
C32 -3.648716 2.943210 -7.268405
O9 -4.201806 3.302277 -5.991016
C33 -3.373184 3.205723 -4.944742
O10 -2.233785 2.842417 -5.008944
C34 -4.076997 3.663751 -3.668169
F6 -5.324376 3.173706 -3.561035
F7 -4.189421 5.007405 -3.618856
F8 -3.423450 3.287680 -2.559545
H50 -4.698389 1.060930 -7.327575
H51 -3.338922 1.176335 -8.465447
H52 -3.051058 0.934290 -6.734992
H53 -4.268595 3.428159 -8.023183
H54 -2.637618 3.339836 -7.378221

Atoms 1-2, force components in eV/Å:
C 0.83 -0.44 0.22
C -0.54 1.19 0.40